Here is a structure of composition C5H9NO from the Open Molecules 2025 dataset. Energies are from the ωB97M-V functional and the def2-TZVPD basis.

The calculation puts the largest force on an atom at 0.68 eV/Å. The value obtained for the energy above the lowest of the compared OMol25 structures with the same formula, charge and spin is 353.7 kJ/mol. The calculation puts the HOMO-LUMO gap at 10.264 eV. As for the HOMO energy: -9.331 eV. Its LUMO energy is 0.93 eV. As for the total energy: -325.80285 hartree.

```
! RIJCOSX wB97M-V def2-TZVPD def2/J DEFGRID3
* xyz 0 1
C 2.012 0.314 -0.248
C 0.636 -0.345 -0.257
C -0.183 -0.120 1.030
C -1.660 -0.460 0.692
O -1.795 -0.417 -0.717
C -0.260 0.261 -1.277
N -0.648 1.146 -1.995
H 2.621 -0.099 0.562
H 1.922 1.394 -0.098
H 2.536 0.144 -1.193
H 0.718 -1.420 -0.456
H 0.199 -0.724 1.859
H -0.086 0.935 1.316
H -2.353 0.234 1.181
H -1.906 -1.475 1.027
H -1.754 0.633 -1.428
*
```

Just the Löwdin charges please, in e? Sure, here they are: C -0.057; C -0.323; C -0.129; C -0.222; O -0.179; C -0.280; N 0.156; H 0.083; H 0.088; H 0.085; H 0.153; H 0.119; H 0.121; H 0.117; H 0.114; H 0.155